Molecular formula: C15H18N4O4
Method: DFT, ωB97M-V/def2-TZVPD

Properties
SMILES: NC(=O)C[C@H](NC(=O)[C@@H](N)Cc1c[nH]c2ccccc12)C(=O)O
gap between HOMO and LUMO: 8.5 eV
energy: -1102.31722 a.u.
largest force on an atom: 5.68 eV/Å

Each line ends with the Mulliken charge.
Positions of all 41 atoms, in Å:
N (-2.7533, -1.5925, -3.7091)  -0.427
C (-2.7170, -0.2302, -3.4563)  0.357
O (-2.9539, 0.7534, -4.1143)  -0.569
C (-1.8148, 0.1746, -2.2288)  -0.957
C (-2.0652, 1.5330, -1.5966)  0.234
N (-0.8435, 2.2748, -1.2930)  -0.130
C (0.0175, 2.2950, -0.1975)  0.552
O (0.9541, 3.0573, -0.3372)  -0.730
C (-0.4119, 1.5626, 1.0103)  -0.462
N (-0.9319, 0.2703, 0.4134)  -0.446
C (0.7586, 1.4766, 2.0649)  -0.882
C (1.7495, 0.4669, 1.3378)  0.368
C (2.6593, 0.7887, 0.4454)  -0.487
N (3.5032, -0.2345, 0.2057)  -0.154
C (3.1014, -1.3342, 0.9956)  -0.714
C (3.6770, -2.5596, 1.2540)  -0.398
C (3.0842, -3.4538, 2.1156)  -0.654
C (1.8682, -3.0700, 2.7126)  -0.698
C (1.3864, -1.8163, 2.6402)  -0.579
C (2.0080, -0.9055, 1.7601)  0.739
C (-3.1318, 1.6206, -0.5798)  0.462
O (-3.0732, 2.4498, 0.3304)  -0.652
O (-4.0834, 0.6655, -0.4989)  -0.542
H (-3.1623, -1.9854, -4.7067)  0.281
H (-2.3245, -2.3605, -3.2472)  0.219
H (-0.7867, 0.1374, -2.6766)  0.284
H (-1.9203, -0.5199, -1.4497)  0.441
H (-2.4883, 2.3185, -2.3243)  0.470
H (-0.6328, 2.8911, -1.9858)  0.249
H (-1.1285, 2.1648, 1.5068)  0.532
H (-1.3182, -0.2353, 1.2029)  0.230
H (-0.0197, -0.0921, 0.1218)  0.303
H (0.3855, 1.0737, 3.0914)  0.321
H (1.3141, 2.4030, 2.2311)  0.363
H (2.8595, 1.7383, 0.0946)  0.705
H (4.0577, -0.2463, -0.8116)  0.338
H (4.5673, -2.7323, 0.6332)  0.336
H (3.5723, -4.4241, 2.2897)  0.360
H (1.2170, -3.6738, 3.3223)  0.364
H (0.5808, -1.4384, 3.1359)  0.565
H (-4.7605, 0.7890, 0.2978)  0.411

Force components x, y, z for each atom (eV/Å):
N -2.75 -0.20 -4.97
C 3.31 0.83 2.13
O -1.89 -1.07 -1.87
C -0.36 -0.77 -1.32
C -0.32 2.04 -2.64
N -1.08 -3.02 3.00
C -1.07 2.21 -2.35
O 0.85 -0.12 0.99
C 0.97 -0.50 0.74
N 0.94 1.74 2.12
C 0.42 -2.85 -1.12
C -2.17 0.14 4.39
C 0.64 0.05 -0.34
N 2.82 -1.71 -3.73
C -0.40 1.12 0.19
C 1.19 -0.17 -1.53
C 0.00 -0.31 -0.26
C -0.07 -1.04 1.09
C 2.06 1.74 -2.61
C -0.04 0.43 -0.76
C -0.22 0.73 5.03
O -0.43 -0.48 -1.69
O -1.63 -0.38 0.51
H 1.29 1.92 3.41
H 0.46 0.33 1.10
H -0.81 0.08 0.66
H 0.29 -1.21 0.85
H 0.14 -1.68 0.08
H 1.13 2.04 -1.88
H -1.45 0.29 -0.08
H 0.27 -0.64 -0.16
H -0.58 -1.04 0.13
H 0.63 0.55 -1.90
H -0.57 0.09 -0.19
H 0.21 1.64 -1.06
H -1.90 -0.37 4.04
H -0.13 -0.61 0.70
H -0.54 0.47 -0.06
H 0.58 -0.94 0.23
H -2.33 0.36 1.56
H 2.56 0.30 -2.39